15
Properties=species:S:1:pos:R:3:forces:R:3 method="wB97M-V/def2-TZVPD" total_charge=+1 e_above_lowest_kj_mol=177.9 smiles=NC[NH2+]CN
C -0.8856 0.4330 -1.0155 0.9 0.7 -1.6
N -2.2490 0.0749 -0.9108 -2.0 0.9 -1.3
H -0.7422 1.5106 -1.3444 -0.3 -1.2 0.9
H -0.3283 -0.1344 -1.8326 -0.2 0.2 1.6
H -2.4011 -0.9429 -1.0357 -0.1 1.2 -0.1
H -2.9856 0.6892 -1.5107 2.6 -2.1 2.1
N -0.1084 0.2606 0.4031 -1.1 -1.0 -2.1
C 1.3089 -0.2304 0.3229 -0.1 -0.8 0.5
N 1.6394 -0.7022 1.7293 0.1 1.8 -2.2
H -0.1714 1.1518 0.8314 0.2 1.2 0.7
H -0.6234 -0.3590 1.0253 -0.3 -0.3 -0.1
H 1.8283 0.6548 -0.1340 0.2 -1.1 0.6
H 1.3093 -1.1239 -0.3701 0.1 1.2 0.7
H 2.3674 -1.4046 1.6488 0.0 0.0 0.2
H 2.0417 0.1225 2.1929 0.0 -0.7 0.2

45
Properties=species:S:1:pos:R:3:forces:R:3 method="wB97M-V/def2-TZVPD" total_charge=-1
C -0.4943 -0.3251 -0.3805 0.1 0.0 -0.5
C -0.1915 -1.8457 -0.8623 0.2 0.6 0.6
O -0.5263 -2.0566 -2.2659 -0.9 -0.6 2.1
N 0.4733 -1.4568 -3.0287 1.1 1.1 -1.0
C 0.4384 -1.9516 -4.4418 0.4 -0.9 -0.9
B -0.5996 -1.1191 -5.3792 -0.9 -0.2 -1.2
O -1.3467 -1.8778 -6.3764 1.8 0.7 1.3
O -0.8868 0.2858 -5.2928 1.2 -1.9 -0.5
C 0.3138 1.1024 -5.3296 0.4 1.7 0.6
C 1.9545 -1.9671 -5.0361 5.2 2.7 -0.6
O 2.4850 -2.9863 -5.5813 -2.7 1.2 1.2
O 2.7458 -0.8202 -4.9194 -4.4 -3.7 0.1
H 0.0496 -0.0736 0.6037 -1.2 -0.6 -1.5
H -0.1064 0.4505 -1.1406 -0.4 -1.3 1.0
H -1.6306 -0.1342 -0.3000 1.8 -0.4 0.1
H 0.9254 -2.0771 -0.6984 -1.7 0.3 -0.4
H -0.8227 -2.5638 -0.2181 0.9 1.0 -1.2
H 0.1992 -0.4617 -3.0645 0.3 -0.6 -0.1
H 0.0975 -3.0554 -4.4921 0.6 1.7 0.5
H -0.8562 -2.7207 -6.5405 -0.7 0.9 0.4
H 1.1041 0.7538 -6.0755 -1.1 0.3 1.2
H -0.0153 2.1767 -5.6065 0.3 -1.7 0.3
H 0.7862 1.2010 -4.2805 -0.5 -0.4 -1.7
N 0.0588 1.8443 1.9873 0.4 0.8 0.3
C -0.5970 2.9485 2.3786 0.2 -0.5 -0.2
C 0.0113 4.1768 2.5807 0.1 0.0 0.0
C 1.3791 4.2740 2.3709 0.1 0.1 0.0
C 2.0824 3.1486 1.9679 -0.1 0.1 0.1
C 1.3812 1.9669 1.7897 -0.5 -0.2 0.0
H -1.6640 2.8216 2.5328 0.0 0.1 0.0
H -0.5694 5.0354 2.8944 0.0 -0.1 0.0
H 1.8920 5.2180 2.5196 0.0 -0.1 0.0
H 3.1506 3.1880 1.7953 -0.1 0.0 0.0
H 1.8869 1.0604 1.4714 0.0 0.1 0.0
N -0.5284 -2.3692 4.1427 -0.3 0.4 0.5
C -1.2508 -2.7407 5.2114 0.3 0.0 -0.5
C -1.8439 -1.8482 6.0896 0.0 0.1 0.0
C -1.6799 -0.4904 5.8554 0.0 0.1 0.0
C -0.9364 -0.0784 4.7591 -0.1 0.0 0.2
C -0.3866 -1.0500 3.9378 0.1 -0.6 -0.1
H -1.3477 -3.8122 5.3538 0.0 0.0 0.0
H -2.4188 -2.2052 6.9351 0.0 0.0 0.0
H -2.1276 0.2398 6.5210 0.0 0.0 0.0
H -0.7877 0.9726 4.5464 0.0 -0.1 -0.1
H 0.1995 -0.7778 3.0663 -0.1 0.1 0.0

19
Properties=species:S:1:pos:R:3:forces:R:3 method="wB97M-V/def2-TZVPD" e_above_lowest_kj_mol=478.7
C -0.3854 2.3303 -0.1549 0.0 0.1 -0.2
C -0.8177 0.4050 0.8266 0.1 0.1 0.0
O -1.9259 -0.0436 0.1641 -0.1 0.1 0.1
C -1.1597 -0.9394 -0.6713 0.0 -0.2 -0.2
C 0.1145 -0.6015 0.1307 0.1 0.0 0.0
C 0.4914 -1.6896 1.1396 0.0 -0.1 0.0
C 1.3358 -0.1576 -0.6590 0.0 0.1 0.0
H -0.9847 3.1823 0.1816 0.1 -0.2 0.0
H 0.6825 2.5578 -0.1323 -0.2 -0.1 0.0
H -0.7200 2.0000 -1.1375 0.0 0.0 0.1
H -0.6727 1.5591 1.0137 0.0 0.0 0.1
H -1.1620 -0.6016 -1.7152 0.0 0.0 0.2
H -1.5401 -1.9643 -0.6064 0.1 0.1 0.0
H -0.3809 -2.0097 1.7192 0.1 0.0 -0.1
H 1.2375 -1.3056 1.8435 -0.1 0.0 -0.1
H 0.9138 -2.5647 0.6308 -0.1 0.1 0.0
H 2.0675 0.3243 -0.0011 -0.1 -0.1 -0.1
H 1.0833 0.5461 -1.4561 0.0 -0.1 0.1
H 1.8230 -1.0274 -1.1160 -0.1 0.1 0.1

14
Properties=species:S:1:pos:R:3:forces:R:3 method="wB97M-V/def2-TZVPD" e_above_lowest_kj_mol=696.6
C 2.8050 0.0239 -0.2065 -1.2 1.3 1.9
C -2.7228 0.3316 0.0517 1.4 -0.4 0.9
N 1.5328 -0.6495 -0.1039 0.2 -0.1 -0.5
N -0.6259 -0.7583 0.3775 -1.7 2.2 0.8
N 0.5238 0.0666 -0.0522 -2.2 -1.6 -0.2
O 0.3343 1.2638 -0.1671 0.3 0.4 -0.2
O -1.8972 -0.7192 -0.3208 3.6 -0.7 -0.9
H 2.9628 0.7103 -1.0137 -0.4 0.4 -0.6
H 3.4691 -0.7640 -0.2500 1.8 -1.4 -0.1
H 2.9296 0.5669 0.7630 0.3 -0.1 -0.7
H -2.9683 0.2098 1.0424 -0.2 0.2 2.8
H -3.5873 0.1106 -0.4101 -3.1 -0.5 -2.2
H -2.4250 1.3072 -0.1563 1.0 1.5 -0.5
H -0.3308 -1.6999 0.4461 0.4 -1.0 -0.6

Number 1: LUMO energy -3.1764 eV, maximum force 3.92 eV/A, HOMO-LUMO gap 11.28 eV. Number 2: LUMO energy 2.1458 eV, maximum force 5.84 eV/A, HOMO-LUMO gap 6.07 eV. Number 3: LUMO energy 0.9001 eV, maximum force 0.29 eV/A, HOMO-LUMO gap 8.37 eV. Number 4: LUMO energy 1.0651 eV, maximum force 3.79 eV/A, HOMO-LUMO gap 10.70 eV.